# 1
DFT (wB97M-V/def2-TZVPD) results for the molecule C3H3Cl2F in a non-equilibrium geometry.

Positions of all 9 atoms, in Å:
C 0.91929 0.72330 -0.04126
C 0.08920 -0.48152 -0.01473
C -1.23101 -0.39740 0.00777
H 0.47570 1.44240 -0.80102
H 1.96158 0.49626 -0.19562
H 0.93078 1.13996 1.01325
F -1.80584 0.83974 0.03337
Cl 0.91018 -2.01579 0.01100
Cl -2.24988 -1.74695 -0.01276

Output
Relative energy (zero: lowest compared OMol25 entry of this formula, charge and spin)   18.8 kJ/mol
E_LUMO   0.79 eV
Calculated total energy   -30921.120 eV
SMILES string   C/C(Cl)=C(\F)Cl

# 2
DFT (wB97M-V/def2-TZVPD) results for a structure of composition CH12F3KO9S in a non-equilibrium geometry.

Positions of all 27 atoms, in Å:
K -1.71441 0.37427 -0.55809
C 4.89713 1.21284 1.68197
F 6.15319 1.63666 1.95017
F 4.87462 -0.15253 1.78781
F 4.02779 1.71987 2.50439
S 4.42697 1.74035 -0.15457
O 3.27053 0.88329 -0.51302
O 4.17296 3.19296 -0.17959
O 5.48551 1.39754 -1.11189
O 0.38407 -3.19656 1.48245
H -0.55507 -3.01380 1.45308
H 0.44957 -4.04714 1.91658
O -5.03817 -0.89096 -3.59013
H -4.56866 -0.89410 -4.42427
H -5.48096 -1.73909 -3.56078
O -0.41187 4.82876 -0.68364
H 0.47565 4.51672 -0.86025
H -0.31395 5.42182 0.06129
O -4.00762 -3.03871 0.98962
H -3.72381 -3.92762 0.77626
H -4.96217 -3.06965 0.92540
O -1.58981 -3.25817 -3.42492
H -2.41504 -3.62996 -3.11347
H -1.80258 -2.88435 -4.28003
O -0.63193 1.88993 3.57788
H -0.00206 2.49967 3.96223
H -1.39998 2.42783 3.38555

Output
Relative energy (zero: lowest compared OMol25 entry of this formula, charge and spin)   399.2 kJ/mol
E_LUMO   -1.78 eV
Calculated total energy   -54970.575 eV

# 3
DFT (wB97M-V/def2-TZVPD) results for the molecule C3H4BrN3O in a non-equilibrium geometry.

Positions of all 12 atoms, in Å:
C -1.24908 1.09849 -0.94319
C 1.07538 0.30054 0.07947
C -0.21239 -1.53202 0.68834
N -0.32908 1.91581 -0.98713
N 0.86659 1.60488 -0.54458
N 0.01302 -0.41528 -0.10392
O 2.12632 0.05009 0.58584
Br -2.81553 0.57473 -1.58616
H -0.90602 -2.30138 0.32907
H 0.67366 -2.22529 1.02638
H -0.68232 -1.48744 1.73397
H 1.43943 2.41688 -0.27810

Output
Relative energy (zero: lowest compared OMol25 entry of this formula, charge and spin)   309.6 kJ/mol
E_LUMO   -0.40 eV
Calculated total energy   -79732.277 eV

# 4
DFT (wB97M-V/def2-TZVPD) results for a structure of composition C48H45BrN6O3Se2SiTi.

Positions of all 107 atoms, in Å:
Ti -1.55793 0.98501 -1.08017
C -4.47195 2.40837 1.40940
Se -2.55102 2.57350 1.22122
C -2.51088 4.41946 0.59590
C -2.83547 4.53190 -0.88146
Se -1.58171 3.56886 -2.01550
C -0.00887 4.59836 -1.52756
H -4.79310 3.09420 2.18872
H -4.67196 1.38445 1.71818
H -4.96891 2.61010 0.46591
H -1.52053 4.79881 0.83886
H -3.23084 4.97761 1.19554
H -2.81303 5.56900 -1.21789
H -3.81061 4.11349 -1.12039
H -0.15037 5.62094 -1.87177
H 0.84197 4.16322 -2.04981
H 0.15673 4.59754 -0.45495
C 3.01676 -3.79909 11.10568
O 1.82280 -4.14759 10.41238
C 1.56561 -3.54763 9.24212
C 0.37415 -3.92105 8.60878
C 0.02322 -3.36157 7.40627
C 0.84671 -2.41080 6.79253
C 2.02843 -2.04488 7.42707
C 2.39578 -2.60035 8.64090
C 0.44021 -1.84024 5.51536
N -0.66240 -2.14954 4.85494
C -0.62751 -1.38923 3.72892
C 0.50245 -0.59709 3.68423
N 1.17697 -0.90043 4.83898
C 0.77828 0.30357 2.61781
C 1.89027 1.15735 2.50093
C 2.02107 1.95115 1.39298
C 1.04258 1.90559 0.39702
N -0.03262 1.14247 0.49918
C -0.16166 0.33294 1.57742
C -1.33840 -0.48623 1.60539
N -2.19015 -0.36666 0.55022
C -3.33090 -1.04506 0.57353
C -3.67193 -1.90243 1.62219
C -2.80099 -2.06633 2.67171
C -1.59946 -1.34084 2.67852
H 3.01457 -4.39185 12.01423
H 3.02326 -2.73817 11.36194
H 3.89812 -4.04410 10.51046
H -0.25430 -4.65576 9.09272
H -0.89718 -3.64959 6.91700
H 2.69459 -1.31264 6.98524
H 3.31892 -2.29584 9.10908
H 2.04966 -0.51375 5.15370
H 2.64876 1.17621 3.27305
H 2.87970 2.59485 1.26663
H 1.15123 2.47684 -0.51144
H -3.99496 -0.91379 -0.27093
H -4.61410 -2.43016 1.58617
H -3.01943 -2.73059 3.49763
N -3.28041 -0.03972 -6.20639
C -2.87019 -1.31481 -5.93590
O -2.73783 -2.16943 -6.77878
C -2.52523 -1.60505 -4.49958
C -2.46938 -2.92526 -4.07615
C -2.12921 -3.19126 -2.76388
C -1.88189 -2.13521 -1.90913
N -1.95942 -0.85576 -2.29751
C -2.23573 -0.61013 -3.59027
H -3.60433 0.10891 -7.15106
H -3.75386 0.49733 -5.49804
H -2.67837 -3.71062 -4.79120
H -2.05238 -4.20447 -2.39580
H -1.60641 -2.32201 -0.87994
H -2.21967 0.42770 -3.89441
O -0.11865 0.92748 -2.07753
Si 1.24090 0.64470 -3.06144
C 2.51917 -0.03798 -1.88408
C 3.89593 0.13104 -2.06630
C 4.81028 -0.47043 -1.21129
C 4.36774 -1.27041 -0.16752
C 3.00804 -1.48139 0.01142
C 2.09865 -0.86845 -0.83691
C 0.88638 -0.64352 -4.34481
C 0.97638 -1.99862 -4.00314
C 0.77042 -2.98828 -4.95457
C 0.47308 -2.64008 -6.26364
C 0.40306 -1.30199 -6.62729
C 0.61180 -0.31198 -5.67935
C 1.56993 2.31487 -3.80430
C 0.55712 2.88114 -4.59005
C 0.68494 4.15749 -5.11779
C 1.83384 4.89563 -4.86856
C 2.84901 4.35620 -4.09127
C 2.71740 3.07878 -3.56139
H 4.27077 0.71059 -2.90008
H 5.87076 -0.32862 -1.37010
H 5.08278 -1.74680 0.48982
H 2.65834 -2.13495 0.80146
H 1.03720 -1.05375 -0.69602
H 1.24053 -2.28569 -2.99129
H 0.85639 -4.03105 -4.67623
H 0.30593 -3.40950 -7.00504
H 0.18986 -1.03463 -7.65370
H 0.58061 0.72398 -5.98632
H -0.34844 2.31747 -4.79309
H -0.10753 4.57427 -5.72559
H 1.93929 5.88856 -5.28460
H 3.74702 4.92797 -3.89943
H 3.51278 2.68887 -2.94081
Br -3.91697 1.40633 -1.84591

Output
Relative energy (zero: lowest compared OMol25 entry of this formula, charge and spin)   25.3 kJ/mol
E_LUMO   -6.25 eV
Calculated total energy   -297313.654 eV
Net charge   +2